P.
ORCA calculation (wB97M-V/def2-TZVPD) on a cluster of 2 separate species, C10H16S in total.

Results
Orbital gap ... 9.303 eV
M ... 168.31 g mol⁻¹

```
! RIJCOSX wB97M-V def2-TZVPD def2/J DEFGRID3
* xyz 0 1
C -2.464 0.612 0.836
C -1.413 1.312 0.010
C -1.117 2.653 0.177
C -0.304 3.308 -0.745
C 0.199 2.607 -1.821
C 0.126 1.223 -1.861
C -0.699 0.594 -0.946
H -3.425 0.791 0.350
H -2.504 1.092 1.816
H -2.304 -0.454 0.964
H -1.381 3.168 1.098
H -0.136 4.377 -0.718
H 0.660 3.164 -2.631
H 0.723 0.703 -2.597
H -0.722 -0.487 -0.862
C 2.505 -0.690 0.733
C 1.471 -1.677 1.222
S 1.680 -3.372 0.582
C 0.014 -3.630 -0.001
H 2.144 0.335 0.826
H 2.688 -0.734 -0.335
H 3.485 -0.820 1.195
H 1.481 -1.796 2.302
H 0.492 -1.316 0.907
H -0.218 -3.009 -0.876
H -0.264 -4.605 -0.383
H -0.716 -3.349 0.762
*
```

***

Q.
ORCA calculation (wB97M-V/def2-TZVPD) on a cluster of 2 separate species, C10H16S in total.

Results
Orbital gap ... 9.210 eV
M ... 168.31 g mol⁻¹

```
! RIJCOSX wB97M-V def2-TZVPD def2/J DEFGRID3
* xyz 0 1
C -0.882 -1.309 -1.919
C -0.393 -1.625 -0.531
C -1.260 -1.639 0.551
C -0.772 -1.927 1.840
C 0.564 -2.230 2.052
C 1.404 -2.254 0.939
C 0.942 -1.979 -0.339
H -0.269 -0.529 -2.378
H -1.951 -1.178 -2.050
H -0.676 -2.153 -2.598
H -2.252 -1.210 0.639
H -1.467 -2.166 2.633
H 0.896 -2.360 3.072
H 2.479 -2.310 1.059
H 1.724 -1.958 -1.086
C 1.672 1.938 -0.176
C 0.724 2.799 -0.956
S -0.560 3.536 0.166
C -1.588 2.086 0.495
H 1.571 1.795 0.898
H 2.722 2.203 -0.318
H 1.656 0.889 -0.508
H 1.180 3.657 -1.439
H 0.068 2.367 -1.714
H -2.279 2.451 1.261
H -2.301 1.873 -0.303
H -0.954 1.235 0.712
*
```

***

Least stable = Q

***

P.
ORCA calculation (wB97M-V/def2-TZVPD) on a cluster of 5 separate species, CH11O5 in total.

Results
Orbital gap ... 8.556 eV
M ... 103.09 g mol⁻¹

```
! RIJCOSX wB97M-V def2-TZVPD def2/J DEFGRID3
* xyz -1 1
C -1.479 -0.610 0.476
O -0.547 0.218 -0.150
H -1.099 -1.511 1.041
H -2.011 0.034 1.241
H -2.297 -1.018 -0.184
H 0.970 -2.795 1.957
H 2.082 -2.439 0.898
O 1.954 -2.862 1.787
H -1.186 0.511 -1.556
H -1.597 0.706 -3.129
O -1.532 1.274 -2.340
H 1.964 -1.213 -1.196
H 1.070 -0.336 -0.272
O 1.937 -0.864 -0.281
H -0.534 2.164 0.214
H 0.086 3.530 0.076
O -0.383 2.987 0.741
*
```

***

Q.
ORCA calculation (wB97M-V/def2-TZVPD) on a cluster of 5 separate species, CH11O5 in total.

Results
Orbital gap ... 8.055 eV
M ... 103.09 g mol⁻¹

```
! RIJCOSX wB97M-V def2-TZVPD def2/J DEFGRID3
* xyz -1 1
C -0.461 1.307 3.154
O -0.301 2.608 2.726
H -0.628 1.242 4.260
H 0.335 0.591 2.939
H -1.433 0.893 2.842
H -1.826 -3.161 -3.606
H -0.311 -2.868 -3.306
O -0.935 -3.269 -3.930
H 0.282 2.631 1.925
H -0.208 0.474 -2.185
O 0.435 0.333 -1.494
H 1.316 -2.515 -0.233
H 0.653 -1.632 -1.115
O 0.707 -2.604 -0.967
H 1.232 2.772 -0.438
H 0.420 1.021 -0.700
O 0.725 2.178 0.127
*
```

***

Least stable = Q

***

P.
ORCA calculation (wB97M-V/def2-TZVPD) on a structure of composition C20H33F9N2O5SV.

Results
Expectation value of S² ... 2.044
Orbital gap (alpha / beta) ... 8.688 / 8.535 eV
M ... 635.49 g mol⁻¹

```
! RIJCOSX wB97M-V def2-TZVPD def2/J DEFGRID3
* xyz 1 3
V 0.080 -0.059 0.065
C 0.119 -2.446 3.660
N 0.259 -1.160 2.994
C 1.656 -0.747 2.893
C -0.524 -0.926 1.845
O -1.023 0.434 1.745
C -1.683 -1.868 1.620
O -2.270 -1.638 0.333
C -3.236 -0.629 0.255
C -2.680 0.582 -0.485
O -1.534 0.497 -0.999
N -3.417 1.666 -0.610
C -2.886 2.870 -1.248
C -4.757 1.787 -0.045
H 0.664 -2.408 4.601
H -0.924 -2.652 3.896
H 0.524 -3.282 3.072
H 2.112 -0.769 3.883
H 2.230 -1.410 2.230
H 1.721 0.271 2.516
H -1.336 -2.899 1.596
H -2.456 -1.775 2.394
H -4.085 -1.018 -0.317
H -3.598 -0.333 1.243
H -1.857 2.705 -1.546
H -3.488 3.114 -2.123
H -2.933 3.699 -0.543
H -5.236 0.818 0.056
H -4.720 2.278 0.929
H -5.361 2.395 -0.715
F 4.426 1.282 -1.176
C 3.523 0.991 -0.244
F 4.125 0.985 0.945
F 3.088 -0.264 -0.473
C 2.296 1.959 -0.239
O 1.276 1.392 0.454
C 2.687 3.299 0.452
F 2.771 3.129 1.771
F 3.857 3.762 0.009
F 1.755 4.231 0.226
C 1.844 2.235 -1.702
F 1.669 1.054 -2.341
F 0.652 2.843 -1.717
F 2.694 2.965 -2.409
O 0.516 -1.628 -1.088
S -0.179 -2.606 -2.030
C 1.228 -3.362 -2.916
C 1.114 -2.972 -4.387
C 0.527 -1.564 -4.403
C -0.681 -1.632 -3.479
H 1.241 -4.434 -2.730
H 2.091 -2.899 -2.438
H 0.448 -3.659 -4.913
H 2.089 -3.024 -4.869
H 0.234 -1.253 -5.405
H 1.251 -0.841 -4.023
H -1.513 -2.172 -3.936
H -1.039 -0.678 -3.095
C 0.101 1.868 4.732
C -0.405 2.241 3.341
C -0.950 3.667 3.321
C -1.466 1.250 2.844
H 0.912 2.528 5.041
H 0.463 0.840 4.757
H -0.703 1.961 5.468
H 0.422 2.190 2.630
H -1.819 3.769 3.977
H -1.246 3.961 2.311
H -0.193 4.372 3.664
H -2.338 1.789 2.462
H -1.792 0.583 3.646
*
```

***

Q.
ORCA calculation (wB97M-V/def2-TZVPD) on a structure of composition C20H33F9N2O5SV.

Results
Expectation value of S² ... 2.028
Orbital gap (alpha / beta) ... 8.555 / 8.944 eV
M ... 635.49 g mol⁻¹

```
! RIJCOSX wB97M-V def2-TZVPD def2/J DEFGRID3
* xyz 1 3
V -0.596 0.017 -0.338
C 1.510 -1.054 3.794
N 1.315 0.363 3.500
C 1.622 1.315 4.561
C 0.761 0.738 2.352
O 0.438 -0.081 1.480
C 0.498 2.230 2.166
O 0.017 2.547 0.875
C 0.941 3.145 0.004
C 1.606 2.090 -0.871
O 1.011 1.007 -0.996
N 2.769 2.330 -1.455
C 3.378 1.320 -2.318
C 3.397 3.650 -1.387
H 0.857 -1.350 4.616
H 2.549 -1.222 4.079
H 1.266 -1.639 2.915
H 1.903 0.752 5.446
H 0.755 1.924 4.815
H 2.459 1.962 4.291
H 1.388 2.817 2.407
H -0.281 2.512 2.876
H 1.670 3.751 0.547
H 0.381 3.813 -0.658
H 2.972 0.344 -2.069
H 4.453 1.324 -2.153
H 3.176 1.544 -3.367
H 2.713 4.432 -1.716
H 4.254 3.649 -2.054
H 3.751 3.867 -0.380
F -5.388 -1.186 1.892
C -4.363 -1.247 1.036
F -4.786 -0.809 -0.146
F -4.015 -2.532 0.892
C -3.126 -0.422 1.516
O -2.303 -0.286 0.463
C -3.605 0.970 2.011
F -4.466 1.514 1.155
F -4.185 0.919 3.212
F -2.562 1.813 2.103
C -2.442 -1.183 2.699
F -1.594 -2.099 2.235
F -1.720 -0.333 3.463
F -3.310 -1.789 3.507
O -1.646 0.759 -2.010
S -1.751 0.700 -3.518
C -0.114 0.226 -4.152
C 0.296 1.296 -5.156
C -0.129 2.626 -4.537
C -1.566 2.426 -4.066
H -0.166 -0.786 -4.548
H 0.525 0.228 -3.268
H -0.222 1.145 -6.106
H 1.365 1.247 -5.366
H -0.061 3.450 -5.246
H 0.517 2.870 -3.688
H -2.288 2.584 -4.867
H -1.868 3.025 -3.208
C -0.382 -4.150 -1.838
C -1.057 -2.890 -1.301
C -2.207 -2.478 -2.214
C -0.027 -1.775 -1.123
H -1.095 -4.968 -1.955
H 0.415 -4.490 -1.174
H 0.065 -3.957 -2.817
H -1.480 -3.126 -0.319
H -1.839 -2.300 -3.232
H -2.704 -1.575 -1.860
H -2.959 -3.265 -2.282
H 0.419 -1.525 -2.100
H 0.793 -2.123 -0.481
*
```

***

Least stable = P

***

P.
ORCA calculation (wB97M-V/def2-TZVPD) on a cluster of 2 separate species, CH3ClN2O2 in total.

Results
Orbital gap ... 7.479 eV
M ... 110.50 g mol⁻¹

```
! RIJCOSX wB97M-V def2-TZVPD def2/J DEFGRID3
* xyz 0 1
C -0.124 1.315 0.206
N 0.960 0.682 0.494
O 2.066 0.875 -0.072
H 0.080 2.199 -0.475
H -1.011 1.135 0.702
H 0.937 -0.144 1.033
O 0.067 -2.408 -0.991
N -0.569 -1.529 -0.656
Cl -2.406 -2.126 -0.239
*
```

***

Q.
ORCA calculation (wB97M-V/def2-TZVPD) on a cluster of 2 separate species, CH3ClN2O2 in total.

Results
Orbital gap (alpha / beta) ... 9.335 / 8.140 eV
M ... 110.50 g mol⁻¹

```
! RIJCOSX wB97M-V def2-TZVPD def2/J DEFGRID3
* xyz 0 1
C 1.040 -0.549 -0.254
N -0.209 -1.171 -0.172
N -1.302 1.063 -0.040
O -1.186 1.832 -0.916
O -1.688 1.128 1.067
Cl -0.758 -1.439 1.368
H 1.710 -1.208 -0.733
H 0.938 0.250 -1.051
H 1.454 0.093 0.731
*
```

***

Least stable = Q

***

P.
ORCA calculation (wB97M-V/def2-TZVPD) on a cluster of 4 separate species, C2H11NO5 in total.

Results
Orbital gap ... 9.961 eV
M ... 129.11 g mol⁻¹

```
! RIJCOSX wB97M-V def2-TZVPD def2/J DEFGRID3
* xyz 0 1
C -0.289 1.878 -1.383
N 0.706 0.861 -1.059
C 1.848 0.959 -0.298
O 2.661 0.076 -0.305
O 2.059 2.197 0.202
H 0.259 2.785 -1.482
H -0.846 1.771 -2.333
H -1.165 1.820 -0.723
H 0.351 -0.051 -1.330
H 1.319 2.805 0.275
O -2.306 -1.074 2.149
H -2.933 -0.569 1.613
H -1.712 -1.209 1.374
O 0.315 -1.387 1.772
H 1.180 -1.330 1.343
H 0.143 -1.987 2.495
O -0.519 -2.208 -0.591
H 0.224 -2.846 -0.638
H -1.295 -2.492 -1.082
*
```

***

Q.
ORCA calculation (wB97M-V/def2-TZVPD) on a cluster of 4 separate species, C2H11NO5 in total.

Results
Orbital gap ... 10.753 eV
M ... 129.11 g mol⁻¹

```
! RIJCOSX wB97M-V def2-TZVPD def2/J DEFGRID3
* xyz 0 1
O 2.270 0.284 0.035
C 1.744 -0.485 0.812
N 0.894 -1.421 0.239
C 0.253 -1.111 -1.084
O -0.645 -2.154 -1.350
H 1.929 -0.506 1.856
H 0.315 -1.819 0.861
H -0.360 -0.308 -1.031
H 1.023 -1.081 -1.879
H -0.311 -3.026 -1.735
O -3.652 0.421 3.272
H -3.604 1.324 2.797
H -3.240 -0.067 2.620
O 2.812 0.871 -2.724
H 2.454 0.364 -1.964
H 2.972 1.713 -2.336
O -1.730 2.342 0.890
H -2.303 2.356 0.029
H -0.821 2.304 0.693
*
```

***

Least stable = Q

***

P.
ORCA calculation (wB97M-V/def2-TZVPD) on the molecule C9H11NO2.

Results
Orbital gap (alpha / beta) ... 8.455 / 5.428 eV
M ... 165.19 g mol⁻¹

```
! RIJCOSX wB97M-V def2-TZVPD def2/J DEFGRID3
* xyz 0 1
C 2.151 -1.749 -0.399
C 1.989 -0.325 -0.533
C 1.190 -2.241 0.411
C 0.931 0.045 0.224
C 0.319 1.347 0.385
C -0.186 1.763 -0.882
C -0.774 -1.057 1.528
C -1.255 -2.049 2.568
C -1.355 2.848 -2.522
N 0.383 -1.117 0.806
O -0.143 1.786 1.475
O -1.122 2.637 -1.191
H 3.046 -2.279 -0.933
H 2.502 0.428 -1.118
H 1.149 -3.258 0.806
H 0.173 1.316 -1.801
H -1.289 -0.081 1.430
H -1.376 -3.077 2.209
H -2.088 -1.741 3.119
H -0.369 -2.182 3.205
H -1.875 3.811 -2.568
H -1.598 2.061 -3.219
H -0.404 3.113 -3.000
*
```

***

Q.
ORCA calculation (wB97M-V/def2-TZVPD) on the molecule C9H11NO2.

Results
Orbital gap ... 9.404 eV
M ... 165.19 g mol⁻¹

```
! RIJCOSX wB97M-V def2-TZVPD def2/J DEFGRID3
* xyz 0 1
C -0.713 -0.689 0.997
C -1.793 2.522 -1.863
C -1.980 1.559 -0.982
C 0.394 -3.146 0.626
C 2.101 -1.105 1.260
C 0.927 0.399 -0.450
C 1.758 -0.914 -0.229
C 1.001 -1.842 0.573
C -1.086 1.570 0.260
N -0.257 0.420 0.416
O -1.651 -0.938 1.696
O 0.017 -3.706 -0.378
H -2.465 2.636 -2.712
H -0.984 3.235 -1.797
H -2.806 1.011 -0.945
H 0.208 -3.605 1.612
H 2.920 -1.650 1.504
H 2.019 -0.442 2.082
H 1.617 1.284 -0.400
H 0.705 0.393 -1.459
H 2.304 -1.091 -1.127
H -1.820 1.503 1.100
H -0.418 2.596 0.216
*
```

***

Least stable = P